(1)
The following is a DFT calculation (ωB97M-V/def2-TZVPD) of a molecular structure, C36H34BrN3O2PW.

Results
- HOMO energy (alpha / beta): -10.69 / -11.24 eV
- ΔE to the lowest compared entry with this formula, charge and spin: 23.01 kcal/mol
- Kohn-Sham gap (alpha / beta): 6.81 / 6.93 eV
- Net charge: +1
- Multiplicity: 3
- E: -4689.3446 a.u.

```
78
Properties=species:S:1:pos:R:3:lowdin_charge:R:1
W -0.1646 0.4934 1.3591 1.239
C -1.6408 -3.4648 0.7524 -0.025
C -2.5890 -2.5585 0.0081 -0.231
C -3.4354 -3.0881 -0.9513 -0.052
C -4.3118 -2.2726 -1.6533 -0.064
C -4.3440 -0.9137 -1.3990 -0.033
C -3.5260 -0.3471 -0.4223 -0.202
C -3.6417 1.1290 -0.1318 -0.027
C -2.6543 -1.1874 0.2658 -0.223
N -1.8375 -0.6626 1.3402 -0.112
C -2.2532 -1.1080 2.6215 -0.454
O -3.3487 -1.4994 2.9145 0.155
C -1.1241 -1.0921 3.6016 -0.200
C -1.1797 -1.5270 4.9032 0.054
C -0.0182 -1.4664 5.6659 0.016
C 1.1521 -0.9694 5.1052 0.055
C 1.1176 -0.5450 3.7973 -0.180
N 0.0095 -0.6405 3.0697 -0.074
C 2.2507 0.0399 3.0271 -0.449
O 3.3724 0.0900 3.4561 0.147
N 1.8331 0.4424 1.7501 -0.113
C 2.9532 0.6372 0.8477 -0.236
C 3.4116 1.9212 0.5608 -0.206
C 2.8606 3.1563 1.2231 -0.021
C 4.5007 2.0490 -0.3014 -0.036
C 5.1547 0.9367 -0.8002 -0.061
C 4.7191 -0.3339 -0.4515 -0.057
C 3.6109 -0.5036 0.3640 -0.255
C 3.1443 -1.8956 0.7012 -0.031
H -1.3889 -4.3337 0.1453 0.085
H -2.0896 -3.8358 1.6782 0.094
H -0.7110 -2.9580 1.0152 0.062
H -3.4038 -4.1542 -1.1526 0.123
H -4.9715 -2.7006 -2.3980 0.116
H -5.0345 -0.2758 -1.9400 0.122
H -4.6794 1.4507 -0.2228 0.093
H -3.0605 1.7208 -0.8469 0.070
H -3.3137 1.3783 0.8763 0.059
H -2.1220 -1.8910 5.2925 0.139
H -0.0270 -1.8020 6.6947 0.127
H 2.0807 -0.8909 5.6543 0.139
H 1.8532 3.0299 1.6055 0.030
H 2.8648 3.9993 0.5322 0.080
H 3.4890 3.4277 2.0757 0.101
H 4.8651 3.0423 -0.5417 0.120
H 6.0157 1.0575 -1.4461 0.113
H 5.2362 -1.2078 -0.8326 0.122
H 3.5259 -2.6139 -0.0242 0.086
H 2.0561 -1.9731 0.7153 0.055
H 3.5086 -2.2013 1.6862 0.095
Br -0.8649 2.2708 2.9730 0.254
C 1.9343 -0.3333 -2.0774 -0.192
P 0.3888 0.0933 -1.2105 0.991
C 0.3298 1.9014 -1.3278 -0.385
C 1.0907 2.7156 -2.1622 -0.055
C 0.9629 4.0929 -2.0634 -0.038
C 0.1186 4.6713 -1.1145 -0.043
C -0.6097 3.8771 -0.2488 -0.060
C -0.4896 2.5037 -0.3835 -0.253
C -0.8371 -0.5318 -2.3930 -0.364
C -1.5086 0.3241 -3.2599 -0.079
C -2.2917 -0.2019 -4.2793 -0.062
C -2.3892 -1.5764 -4.4431 -0.065
C -1.7205 -2.4319 -3.5763 -0.071
C -0.9547 -1.9123 -2.5444 -0.101
H 1.7324 -0.1867 -3.1380 0.071
H 2.1874 -1.3802 -1.9105 0.060
H 2.7603 0.2915 -1.7479 0.027
H 1.7656 2.2855 -2.8914 0.117
H 1.5335 4.7289 -2.7289 0.119
H 0.0379 5.7491 -1.0476 0.119
H -1.2571 4.3065 0.5034 0.111
H -1.1608 1.8653 0.1925 -0.019
H -1.4243 1.3981 -3.1491 0.105
H -2.8178 0.4653 -4.9510 0.113
H -2.9938 -1.9833 -5.2440 0.114
H -1.8032 -3.5052 -3.6988 0.118
H -0.4342 -2.5849 -1.8686 0.113
```

(2)
The following is a DFT calculation (ωB97M-V/def2-TZVPD) of a molecular structure, C4H7O3Tm in a non-equilibrium geometry.

Results
- HOMO energy (alpha / beta): -18.32 / -18.33 eV
- ΔE to the lowest compared entry with this formula, charge and spin: 21.31 kcal/mol
- Kohn-Sham gap (alpha / beta): 7.51 / 7.32 eV
- Net charge: +2
- Multiplicity: 3
- E: -1466.7076 a.u.

```
15
Properties=species:S:1:pos:R:3:lowdin_charge:R:1
H -1.6859 1.5880 -1.3908 0.160
O -0.1343 -1.1028 -0.4905 -0.368
C -0.7836 -0.3929 -1.4627 -0.155
C -1.2363 0.8610 -0.7062 -0.111
O 0.0144 1.3729 -0.2687 -0.031
C 0.8851 0.2887 -0.0218 -0.078
C 1.0537 0.1583 1.5021 -0.212
O 0.9111 -1.1409 1.9683 -0.335
Tm -0.2100 -2.6114 1.1536 2.066
H -1.5950 -1.0000 -1.8829 0.151
H -1.8780 0.6609 0.1638 0.145
H 0.4779 0.1439 -1.8762 0.263
H 1.7786 -0.1973 -0.4452 0.184
H 0.3390 0.8235 2.0266 0.158
H 2.0632 0.5481 1.7305 0.164
```

(3)
The following is a DFT calculation (ωB97M-V/def2-TZVPD) of 2 unconnected molecules or ions with the total composition C5H15N5S in a non-equilibrium geometry.

Results
- HOMO energy: -16.61 eV
- ΔE to the lowest compared entry with this formula, charge and spin: 61.78 kcal/mol
- Kohn-Sham gap: 8.46 eV
- Net charge: +2
- E: -870.6314 a.u.

```
26
Properties=species:S:1:pos:R:3:lowdin_charge:R:1
C -0.8956 -1.3427 -0.4444 -0.766
C -0.1249 -0.7453 0.6170 -0.520
C -0.5692 -1.0130 2.0155 -0.058
C 2.2802 -0.0177 -1.6850 -0.060
C 1.0430 0.6283 -1.0457 -0.252
N -2.0060 -1.1509 -0.9358 0.129
N -2.9287 0.9771 0.5707 0.136
N 0.7602 0.2808 0.2671 -0.169
N -3.2931 0.4311 -0.4853 0.083
N 1.7242 0.5394 1.3006 0.245
S 0.3582 -2.4760 -0.3331 1.060
H -0.8441 -0.0636 2.4061 0.063
H 0.2021 -1.4292 2.8182 0.154
H -1.5006 -1.6425 2.0563 0.127
H 2.6458 -0.8293 -1.0861 0.051
H 1.9475 -0.2719 -2.7230 0.112
H 3.0042 0.8092 -1.7705 0.090
H 1.0839 1.7421 -1.2434 0.155
H 0.1188 0.2936 -1.6457 0.142
H -2.4713 -1.5359 -1.7475 0.130
H -3.3302 0.5737 1.4449 0.125
H -2.7880 0.9474 -1.2207 0.181
H -4.1182 -0.1834 -0.4209 0.192
H 1.9898 1.5043 0.9879 0.205
H 1.1134 0.6178 2.2221 0.217
H 2.6033 -0.0248 1.5419 0.228
```

(4)
The following is a DFT calculation (ωB97M-V/def2-TZVPD) of a single C4H5NS molecule in a non-equilibrium geometry.

Results
- HOMO energy: -7.73 eV
- ΔE to the lowest compared entry with this formula, charge and spin: 76.50 kcal/mol
- Kohn-Sham gap: 8.75 eV
- E: -608.2288 a.u.

```
11
Properties=species:S:1:pos:R:3:lowdin_charge:R:1
C -0.6124 -1.5086 0.7228 0.070
C 0.6163 0.4718 0.7439 -0.233
C -0.3251 -0.6867 -1.1931 -0.531
C 0.4230 0.4080 -0.7419 -0.605
N -0.0204 -0.6414 1.3864 0.005
S 1.3160 -0.8384 -1.7216 0.830
H -1.2292 -2.3209 0.6508 0.053
H 1.6132 0.3957 1.0777 0.104
H 0.2329 1.3829 1.0897 0.103
H -1.2117 -0.6013 -1.8466 0.082
H 0.3354 1.4077 -1.2120 0.121
```

(5)
The following is a DFT calculation (ωB97M-V/def2-TZVPD) of a single C5H8O molecule in a non-equilibrium geometry.

Results
- HOMO energy: -9.75 eV
- ΔE to the lowest compared entry with this formula, charge and spin: 42.55 kcal/mol
- Kohn-Sham gap: 10.67 eV
- E: -270.4901 a.u.
- SMILES: O=CC1CCC1

```
14
Properties=species:S:1:pos:R:3:lowdin_charge:R:1
O 2.7037 -0.3550 -0.7148 0.054
C 1.9790 0.3129 -0.0145 -0.233
C 0.5774 -0.0167 0.3404 -0.294
C -0.2295 -1.1621 -0.2723 -0.123
C -1.4642 -0.2245 -0.2704 -0.158
C -0.5858 0.9678 0.1563 -0.166
H 2.3604 1.2551 0.4181 0.124
H 0.3622 0.1001 1.4414 0.158
H 0.0928 -1.4620 -1.2706 0.112
H -0.2917 -2.0578 0.3466 0.106
H -1.9569 -0.0923 -1.2318 0.101
H -2.2147 -0.4669 0.4859 0.104
H -0.4064 1.7621 -0.5437 0.097
H -0.9262 1.4393 1.1293 0.119
```

(6)
The following is a DFT calculation (ωB97M-V/def2-TZVPD) of 4 unconnected molecules or ions with the total composition C2H14N2O3 in a non-equilibrium geometry.

Results
- HOMO energy: -9.65 eV
- ΔE to the lowest compared entry with this formula, charge and spin: 18.56 kcal/mol
- Kohn-Sham gap: 10.50 eV
- E: -419.8104 a.u.
- SMILES: CNCN.O.O.O

```
21
Properties=species:S:1:pos:R:3:lowdin_charge:R:1
C -0.7391 -1.1670 1.9387 -0.122
N -0.6715 -0.2019 0.8416 -0.148
C -1.0802 -0.7716 -0.4583 -0.345
N -1.6598 0.2238 -1.3029 0.033
H -0.3240 -2.1110 1.6002 0.078
H -0.1655 -0.8904 2.8140 0.071
H -1.7721 -1.3766 2.2142 0.079
H -1.4445 0.4572 0.9535 0.102
H -1.7921 -1.5817 -0.2766 0.110
H -0.2441 -1.3378 -0.8729 0.109
H -1.0048 0.6121 -1.9612 0.064
H -2.5028 -0.1155 -1.7274 0.068
H 0.4367 1.3211 1.6896 -0.023
H 0.5777 2.3212 2.8608 0.029
O 0.8812 2.1357 1.9691 -0.072
H 2.7651 -1.1893 -3.0976 0.037
H 2.1691 -0.2052 -2.0892 -0.010
O 2.3722 -1.1462 -2.2147 -0.075
H 1.1511 1.0332 -0.5843 0.015
H 1.4230 2.4526 -1.0373 0.054
O 1.6243 1.5374 -1.2591 -0.054
```